1.
This record from the Open Molecules 2025 dataset describes one molecule with the formula C15H22N2O4 in a non-equilibrium geometry. The level of theory is ωB97M-V/def2-TZVPD.

Summary:
Net charge   0
SMILES   O=C([C@H](CO)NC(=O)[C@H]1C[C@@]2(C1)C[C@]21CC1)N1CCCO1
Energy above the lowest of the compared OMol25 structures with the same formula, charge and spin   951.6 kJ/mol
LUMO level   0.66 eV
Molar mass   294.4 g mol⁻¹
Kohn-Sham gap   6.888 eV

Element x y z (Å)
O: -0.2632 -1.9743 -2.8171
C: -1.2725 -1.9191 -2.1000
C: -1.5208 -0.6132 -1.2999
C: -2.4509 0.3906 -2.0252
O: -3.7529 -0.1342 -2.2258
N: -0.2296 0.0194 -1.0119
C: -0.0033 0.9270 -0.0589
O: -0.8923 1.3151 0.6961
C: 1.4565 1.3803 0.1233
C: 2.1379 0.7269 1.3489
C: 2.8414 2.0698 1.5308
C: 1.6401 2.7353 0.8537
C: 4.2616 2.3962 1.3965
C: 3.5965 2.5081 2.7818
C: 4.1853 3.6239 3.6566
C: 2.7654 3.2950 3.8076
N: -2.2168 -2.8940 -2.0512
C: -3.1226 -3.1764 -0.9365
C: -3.2853 -4.6738 -1.0835
C: -3.1849 -4.8744 -2.5853
O: -2.1401 -3.9817 -2.9471
H: -1.9507 -0.8548 -0.3289
H: -2.5604 1.3023 -1.4349
H: -2.0283 0.6860 -2.9878
H: -4.2899 0.5368 -2.6572
H: 0.5145 -0.3507 -1.5898
H: 2.0336 1.2757 -0.7977
H: 1.4800 0.5035 2.1935
H: 2.7834 -0.1335 1.1738
H: 1.8585 3.6106 0.2429
H: 0.8576 2.9924 1.5721
H: 4.9493 1.5790 1.1746
H: 4.5250 3.2918 0.8319
H: 4.8797 3.3440 4.4503
H: 4.4589 4.5734 3.1937
H: 2.0221 4.0140 3.4601
H: 2.4326 2.7721 4.7056
H: -2.7231 -2.9068 0.0429
H: -4.0625 -2.6448 -1.1026
H: -2.4688 -5.1977 -0.5807
H: -4.2181 -5.0423 -0.6554
H: -2.9360 -5.9008 -2.8586
H: -4.1070 -4.5966 -3.1005

***

2.
This record from the Open Molecules 2025 dataset describes a 3-piece molecular cluster, C15H23BN2O10S overall in a non-equilibrium geometry. The level of theory is ωB97M-V/def2-TZVPD.

Summary:
Net charge   0
SMILES   CN(C)B(O)C1=C(N=C=S)C(=O)OC1=O.CCOC(=O)OC.CCOC(=O)OC
LUMO level   -0.82 eV
Molar mass   434.2 g mol⁻¹
Kohn-Sham gap   8.050 eV

Element x y z (Å)
C: -1.1471 -0.6074 0.8837
N: 0.0766 -1.2296 0.3562
C: 0.5085 -2.4081 1.1146
B: 1.1445 -0.2829 0.1266
O: 1.3780 0.1396 -1.1451
C: 2.0563 0.3098 1.2953
C: 1.8413 1.2984 2.1563
N: 0.6920 2.1311 2.3109
C: 0.5182 2.9539 1.4243
S: 0.0858 3.9213 0.2929
C: 3.0450 1.4826 3.0355
O: 3.3290 2.3990 3.7288
O: 3.8337 0.3769 2.8240
C: 3.4406 -0.1807 1.6178
O: 4.1384 -0.8746 0.9561
H: -1.0761 0.4815 0.9012
H: -1.4317 -0.9903 1.8640
H: -1.9776 -0.8342 0.2094
H: 1.5600 -2.6194 0.9187
H: -0.0402 -3.2846 0.7605
H: 0.3075 -2.3238 2.1876
H: 2.0104 0.8734 -1.1587
C: -6.1849 -5.0534 2.1689
C: -5.7892 -4.0394 3.2201
O: -5.1114 -2.9093 2.6470
C: -5.8961 -2.0220 2.0374
O: -7.0955 -2.0705 1.9523
O: -5.1188 -1.0589 1.5380
C: -5.8211 -0.0670 0.7844
H: -5.3145 -5.3545 1.5845
H: -6.6134 -5.9371 2.6418
H: -6.9220 -4.6396 1.4823
H: -5.0738 -4.4754 3.9148
H: -6.6499 -3.6999 3.7956
H: -6.6389 0.3561 1.3631
H: -6.2010 -0.4957 -0.1416
H: -5.0973 0.7095 0.5541
C: 5.9588 2.0654 -5.3726
C: 4.4677 1.8087 -5.3640
O: 3.9545 1.6752 -4.0275
C: 3.7963 2.8120 -3.3596
O: 4.0085 3.9228 -3.7683
O: 3.3397 2.5128 -2.1368
C: 3.1774 3.6388 -1.2708
H: 6.4810 1.2896 -4.8115
H: 6.3325 2.0709 -6.3963
H: 6.1949 3.0253 -4.9155
H: 4.2445 0.8599 -5.8475
H: 3.9212 2.5899 -5.8917
H: 2.5545 4.4045 -1.7278
H: 4.1457 4.0558 -0.9974
H: 2.6889 3.2609 -0.3807

***

3.
This record from the Open Molecules 2025 dataset describes C15H23Br2ClF3NO5STb as an isolated structure in a non-equilibrium geometry. The level of theory is ωB97M-V/def2-TZVPD.

Summary:
Net charge   +3
LUMO level (alpha / beta)   -13.91 / -11.65 eV
Molar mass   740.6 g mol⁻¹
Spin multiplicity   7
Kohn-Sham gap (alpha / beta)   3.855 / 6.123 eV

Element x y z (Å)
C: 3.8844 1.5335 -0.2977
C: 3.3525 0.1803 0.3181
C: 2.9540 0.2158 1.8859
N: 3.2421 -0.9862 -0.3151
C: 2.3330 -0.9371 -1.5070
Cl: 3.0635 -0.2273 -3.0474
O: 2.2882 -2.3565 -1.8726
S: 0.8257 -2.7613 -2.6333
O: 1.0001 -2.9493 -4.0998
O: 0.0300 -3.7705 -1.8783
O: 0.1731 -1.2035 -2.4579
C: 0.7390 -0.6487 -1.2582
C: 0.3023 0.8891 -1.0690
C: 0.4430 1.7614 -2.3957
C: -0.3953 3.1117 -2.3712
F: 0.1035 3.9631 -3.3992
Br: -2.3045 2.7841 -2.7503
C: -0.2697 3.9516 -1.0179
F: -1.1726 3.4538 -0.0469
F: -0.7127 5.2569 -1.3191
Br: 1.5678 4.1556 -0.3290
O: 0.5316 -1.3518 -0.0184
C: -0.8830 -1.5933 0.2675
C: -1.4808 -0.7588 1.5214
C: -0.6388 -0.8930 2.9064
C: -3.0049 -1.0731 1.8731
C: -4.0592 -0.1680 1.0632
C: -3.4425 -2.5943 1.6646
H: 4.8961 1.2899 -0.7877
H: 3.2347 1.9583 -1.1273
H: 4.0909 2.2702 0.5463
H: 3.7972 0.8006 2.3974
H: 1.9352 0.6853 2.0348
H: 3.0071 -0.8380 2.3602
H: 0.9026 1.3492 -0.2163
H: -0.7967 0.9226 -0.7712
H: 1.5380 2.0687 -2.5278
H: 0.1863 1.1865 -3.3503
H: -1.5852 -1.4366 -0.6054
H: -0.9661 -2.7115 0.5384
H: -1.4380 0.3533 1.2435
H: -0.9939 -1.7498 3.6083
H: -0.7971 0.0877 3.4757
H: 0.5118 -0.9256 2.6768
H: -3.1955 -0.8343 2.9803
H: -5.0700 -0.3546 1.5702
H: -4.1962 -0.5294 -0.0091
H: -3.8693 0.9439 1.1497
H: -4.4144 -2.8499 2.1932
H: -3.5424 -2.7977 0.5415
H: -2.6080 -3.2854 2.0358
Tb: 0.9029 -2.5873 2.6268

***

4.
This record from the Open Molecules 2025 dataset describes C15H23CaF3NO2P as an isolated structure in a non-equilibrium geometry. The level of theory is ωB97M-V/def2-TZVPD.

Summary:
Net charge   0
LUMO level   -0.39 eV
Molar mass   377.4 g mol⁻¹
Kohn-Sham gap   6.742 eV

Element x y z (Å)
C: -3.8981 0.4085 0.1540
C: -3.2434 0.1099 -1.0385
C: -1.8418 -0.1029 -1.0557
C: -1.1278 0.1764 0.1002
C: -1.7640 0.4074 1.3037
C: -3.1661 0.5068 1.3398
C: -1.2021 -0.5326 -2.4106
C: 0.2533 -0.2553 -2.7887
N: 0.8844 0.9767 -2.1870
Ca: 1.1056 -0.6038 -0.5079
C: -0.9097 0.4298 2.5480
P: 0.8446 0.6490 1.9639
H: -3.7820 0.0337 -1.9942
H: -3.6700 0.6670 2.2939
H: -4.9773 0.5449 0.1436
H: -0.9200 -0.5563 3.0436
H: -1.1763 1.2078 3.2790
H: -1.3315 -1.6307 -2.5590
H: -1.7289 -0.0090 -3.2301
H: 0.8244 -1.2109 -2.5951
C: 1.7340 0.5638 3.5486
C: 0.8346 2.4673 1.6572
H: 0.2953 -0.1203 -3.9007
C: -0.0691 2.1332 -1.9709
C: 1.8813 1.4621 -3.2120
H: 3.0982 -1.4137 0.3112
H: 0.1756 2.9316 -2.6725
H: -1.0910 1.8108 -2.1740
H: 0.0546 2.5315 -0.9577
H: 1.4992 2.4141 -3.6353
H: 2.8794 1.6735 -2.8045
H: 1.9402 0.7489 -4.0671
H: 0.6175 2.9990 2.6001
H: 1.8325 2.7527 1.2788
H: 0.0864 2.7365 0.8959
H: 1.2420 1.1818 4.3139
H: 1.7577 -0.4865 3.8704
H: 2.7691 0.9011 3.4027
H: 3.3289 -0.7417 -0.1592
F: 1.1872 -5.6385 0.9401
C: 1.3314 -4.2963 0.9951
F: 2.2725 -4.0381 1.9597
F: 1.8795 -3.8988 -0.2007
C: 0.0286 -3.4975 1.3241
O: -0.7738 -4.0767 2.0437
O: 0.0350 -2.3163 0.8104